# C6H13O2

2 unconnected molecules or ions with the total composition C6H13O2 in a non-equilibrium geometry (ωB97M-V/def2-TZVPD, the Open Molecules 2025 dataset).

The geometry in XYZ format:
```
21
C6H13O2 (ωB97M-V/def2-TZVPD)
C 1.334 -1.050 1.057
C 1.271 -1.006 -0.440
C 1.493 -2.389 1.830
C 2.338 0.012 1.620
H 0.279 -0.672 1.355
H 0.979 -1.952 -0.919
H 2.275 -3.087 1.601
H 1.623 -2.063 2.858
H 0.492 -2.887 1.772
H 2.717 -0.250 2.619
H 3.295 0.002 1.126
H 1.857 0.983 1.554
H 2.164 -0.737 -0.990
H 0.512 -0.340 -0.869
C -2.895 1.359 -1.778
C -1.565 1.235 -1.035
O -1.598 0.183 -0.306
O -0.720 2.089 -1.157
H -3.658 1.445 -0.989
H -3.268 0.700 -2.531
H -2.915 2.352 -2.228
```

Spin multiplicity: 2
E_LUMO (alpha / beta), eV: 0.77 / -3.29
⟨S²⟩: 0.754
HOMO (alpha / beta), eV: -10.77 / -10.75

***

# C14H22NO8PS2Zr

A molecular structure, C14H22NO8PS2Zr (ωB97M-V/def2-TZVPD, the Open Molecules 2025 dataset).

The geometry in XYZ format:
```
49
C14H22NO8PS2Zr (ωB97M-V/def2-TZVPD)
Zr -0.396 0.294 -0.683
C 4.416 2.273 2.626
C 4.483 1.494 1.331
O 3.541 1.979 0.360
P 1.964 1.719 0.493
S 1.615 -0.093 1.253
S 1.039 3.286 1.216
O 1.568 1.590 -1.102
C 2.510 1.088 -2.102
C 1.849 1.213 -3.450
H 5.208 1.931 3.295
H 3.457 2.124 3.122
H 4.543 3.339 2.441
H 4.297 0.431 1.497
H 5.455 1.607 0.852
H 2.739 0.050 -1.860
H 3.409 1.697 -2.030
H 0.960 0.586 -3.507
H 2.545 0.876 -4.220
H 1.577 2.249 -3.651
O -3.225 -6.308 -0.907
C -3.789 -5.374 -0.315
O -4.868 -5.322 0.303
C -3.016 -4.026 -0.356
C -3.544 -2.896 0.254
C -2.838 -1.712 0.223
N -1.651 -1.597 -0.388
C -1.147 -2.684 -1.008
C -1.791 -3.904 -1.004
C 0.160 -2.473 -1.756
O 0.715 -3.395 -2.306
O 0.584 -1.232 -1.749
H -4.503 -2.979 0.747
H -3.220 -0.812 0.691
H -1.356 -4.757 -1.504
C -2.466 2.133 -2.526
O -1.576 1.372 -1.776
H -1.944 2.656 -3.334
H -2.959 2.882 -1.899
H -3.237 1.498 -2.974
C -0.966 1.214 3.665
C -1.617 0.541 2.479
O -1.376 1.260 1.253
H -1.186 0.646 4.570
H -1.347 2.229 3.797
H 0.114 1.261 3.532
H -2.700 0.485 2.612
H -1.232 -0.473 2.355
H -0.798 2.034 1.438
```

Net charge: -1
Spin multiplicity: 2
E_LUMO (alpha / beta), eV: 2.30 / 2.30
⟨S²⟩: 0.752
HOMO (alpha / beta), eV: -3.62 / -5.43